[1]
Formula: C48H55AsO6PS3SiY
Source: the OMol25 dataset
Level of theory: ωB97M-V/def2-TZVPD

Each line ends with the Löwdin charge.
CARTESIAN COORDINATES (ANGSTROEM)
Y: 0.215 0.058 -1.045  0.593
S: -2.321 0.319 -1.208  0.553
C: -2.622 1.728 -2.222  -0.673
C: -3.898 1.830 -2.794  -0.129
C: -4.295 2.967 -3.470  -0.085
C: -3.429 4.048 -3.584  -0.088
C: -2.149 3.942 -3.073  -0.129
C: -1.721 2.789 -2.410  -0.387
As: 0.160 2.603 -1.913  1.317
C: 0.394 3.903 -0.467  -0.372
C: -0.528 4.867 -0.085  -0.084
C: -0.220 5.747 0.942  -0.082
C: 1.007 5.675 1.585  -0.090
C: 1.934 4.714 1.209  -0.089
C: 1.619 3.821 0.198  -0.132
C: 0.918 3.668 -3.372  -0.355
C: 0.580 3.334 -4.680  -0.117
C: 1.079 4.077 -5.737  -0.073
C: 1.931 5.146 -5.498  -0.084
C: 2.293 5.464 -4.198  -0.079
C: 1.790 4.724 -3.137  -0.088
H: -4.571 0.991 -2.679  0.093
H: -5.286 3.019 -3.902  0.103
H: -3.739 4.955 -4.086  0.101
H: -1.453 4.764 -3.188  0.105
H: -1.486 4.923 -0.589  0.099
H: -0.937 6.501 1.242  0.106
H: 1.232 6.359 2.393  0.106
H: 2.897 4.656 1.701  0.108
H: 2.330 3.051 -0.087  0.106
H: -0.078 2.494 -4.868  0.111
H: 0.812 3.814 -6.752  0.106
H: 2.322 5.725 -6.325  0.102
H: 2.974 6.283 -4.009  0.103
H: 2.070 4.984 -2.124  0.093
O: 0.393 -0.046 -3.421  -0.465
S: 1.872 -0.138 -3.344  0.462
O: 2.569 0.748 -4.223  -0.255
O: 2.232 0.009 -1.906  -0.444
C: 2.318 -1.820 -3.703  -0.279
C: 3.459 -2.056 -4.449  -0.042
C: 3.917 -3.356 -4.594  -0.057
C: 3.242 -4.394 -3.970  -0.055
C: 2.087 -4.150 -3.239  -0.052
C: 1.594 -2.856 -3.105  -0.310
P: 0.013 -2.496 -2.229  1.071
C: -0.326 -4.079 -1.373  -0.362
C: -0.987 -5.147 -1.978  -0.093
C: -1.248 -6.302 -1.258  -0.076
C: -0.847 -6.406 0.067  -0.079
C: -0.178 -5.353 0.672  -0.075
C: 0.078 -4.191 -0.042  -0.105
C: -1.178 -2.560 -3.618  -0.365
C: -2.533 -2.539 -3.285  -0.124
C: -3.497 -2.522 -4.279  -0.073
C: -3.118 -2.520 -5.614  -0.082
C: -1.774 -2.538 -5.949  -0.074
C: -0.805 -2.559 -4.957  -0.074
H: 3.960 -1.211 -4.903  0.117
H: 4.804 -3.556 -5.181  0.110
H: 3.610 -5.408 -4.059  0.110
H: 1.564 -4.971 -2.769  0.103
H: -1.310 -5.070 -3.009  0.109
H: -1.770 -7.126 -1.728  0.104
H: -1.064 -7.304 0.631  0.104
H: 0.132 -5.426 1.706  0.106
H: 0.571 -3.358 0.437  0.021
H: -2.826 -2.522 -2.243  0.091
H: -4.546 -2.505 -4.014  0.106
H: -3.870 -2.501 -6.393  0.102
H: -1.474 -2.537 -6.990  0.104
H: 0.241 -2.562 -5.233  0.104
C: -1.274 2.951 3.788  -0.011
C: -0.105 2.209 4.432  -0.625
C: -0.563 1.499 5.707  -0.025
C: 1.023 3.175 4.778  -0.021
O: 0.411 1.299 3.450  -0.139
Si: 0.161 -0.296 3.251  -0.120
S: 0.572 -0.890 1.268  0.357
O: 1.094 -1.198 4.250  -0.161
C: 2.500 -1.330 4.506  -0.638
C: 3.380 -0.574 3.512  -0.045
C: 2.824 -2.820 4.458  -0.026
C: 2.741 -0.774 5.910  -0.028
O: -1.396 -0.588 3.608  -0.145
C: -2.139 -1.759 3.972  -0.633
C: -1.901 -2.867 2.951  -0.045
C: -1.713 -2.214 5.369  -0.022
C: -3.606 -1.342 3.979  -0.025
H: -1.673 3.713 4.460  0.089
H: -2.064 2.236 3.552  0.088
H: -0.943 3.423 2.861  0.076
H: -0.750 2.232 6.493  0.093
H: 0.207 0.803 6.048  0.077
H: -1.476 0.939 5.517  0.069
H: 0.634 3.981 5.401  0.088
H: 1.438 3.599 3.868  0.065
H: 1.815 2.661 5.326  0.080
H: 3.247 -0.968 2.509  0.055
H: 4.429 -0.671 3.795  0.090
H: 3.108 0.484 3.501  0.082
H: 2.654 -3.203 3.450  0.085
H: 2.188 -3.369 5.155  0.085
H: 3.868 -2.983 4.728  0.086
H: 2.518 0.294 5.920  0.071
H: 3.781 -0.918 6.206  0.087
H: 2.094 -1.280 6.628  0.090
H: -0.847 -3.150 2.952  0.067
H: -2.155 -2.520 1.948  0.084
H: -2.507 -3.743 3.188  0.091
H: -0.653 -2.458 5.359  0.071
H: -2.284 -3.086 5.690  0.088
H: -1.875 -1.404 6.082  0.083
H: -3.921 -1.047 2.977  0.089
H: -3.747 -0.494 4.651  0.084
H: -4.227 -2.171 4.320  0.086

total charge: 0
frontier orbital gap: 7.77 eV
HOMO level: -7.630 eV
relative energy (zero: lowest compared OMol25 entry of this formula, charge and spin): 26.0 kJ/mol

---

[2]
Formula: C48H55BBrCsN15O2S2
Source: the OMol25 dataset
Level of theory: ωB97M-V/def2-TZVPD

Each line ends with the Löwdin charge.
CARTESIAN COORDINATES (ANGSTROEM)
Cs: 0.483 -0.243 0.440  0.881
C: 1.257 0.060 -4.605  -0.200
C: -0.201 -0.295 -4.258  -0.186
N: -0.315 -1.158 -3.104  -0.067
C: -0.242 -2.578 -3.298  -0.315
C: 1.143 -3.110 -3.669  -0.447
S: 2.465 -2.667 -2.499  0.847
C: 3.575 -1.638 -3.500  -0.463
C: 3.401 -0.118 -3.371  -0.285
N: 2.030 0.292 -3.410  -0.056
H: 1.245 0.920 -5.291  0.113
H: 1.720 -0.753 -5.168  0.093
H: -0.696 -0.709 -5.152  0.119
H: -0.724 0.632 -4.016  0.095
H: -1.114 -0.885 -2.548  0.054
H: -0.938 -2.942 -4.080  0.121
H: -0.552 -3.056 -2.371  0.024
H: 1.440 -2.776 -4.663  0.064
H: 1.090 -4.199 -3.716  0.069
H: 3.463 -1.961 -4.536  0.065
H: 4.600 -1.901 -3.227  0.060
H: 4.035 0.331 -4.159  0.116
H: 3.817 0.207 -2.416  0.094
H: 1.849 1.185 -2.980  0.065
C: -0.748 1.680 3.456  -0.042
C: -1.725 1.820 2.332  -0.391
C: -3.122 1.654 2.350  -0.019
C: -3.501 1.892 1.051  -0.085
N: -2.397 2.182 0.332  -0.016
N: -1.300 2.137 1.116  0.024
B: -2.454 2.388 -1.196  -0.649
N: -3.146 1.112 -1.759  0.002
C: -4.251 0.963 -2.516  -0.072
C: -4.574 -0.377 -2.537  -0.026
C: -3.590 -0.990 -1.745  -0.359
C: -3.467 -2.432 -1.372  -0.026
N: -2.730 -0.089 -1.283  0.094
N: -1.103 2.644 -1.910  0.021
C: -1.062 3.048 -3.200  -0.094
C: 0.235 3.377 -3.508  -0.034
C: 0.945 3.145 -2.314  -0.386
C: 2.399 3.363 -2.035  -0.043
N: 0.137 2.693 -1.363  0.104
N: -3.370 3.628 -1.419  -0.002
C: -3.564 4.644 -0.550  -0.074
C: -4.272 5.628 -1.197  -0.031
C: -4.468 5.124 -2.497  -0.359
C: -5.170 5.768 -3.649  -0.045
N: -3.916 3.927 -2.620  0.091
H: -1.107 0.949 4.184  0.075
H: -0.608 2.628 3.981  0.080
H: 0.234 1.365 3.100  0.032
H: -3.754 1.394 3.183  0.095
H: -4.470 1.863 0.577  0.132
H: -4.716 1.820 -2.971  0.098
H: -5.405 -0.836 -3.046  0.092
H: -4.377 -2.979 -1.619  0.078
H: -3.291 -2.535 -0.300  0.067
H: -2.642 -2.922 -1.891  0.047
H: -1.967 3.100 -3.784  0.112
H: 0.616 3.743 -4.447  0.100
H: 2.977 3.385 -2.961  0.078
H: 2.788 2.577 -1.389  0.046
H: 2.560 4.315 -1.524  0.079
H: -3.181 4.592 0.455  0.118
H: -4.603 6.571 -0.793  0.092
H: -5.713 6.654 -3.324  0.069
H: -5.882 5.081 -4.107  0.070
H: -4.461 6.074 -4.421  0.072
O: 2.020 -2.048 6.551  0.055
C: 3.187 -2.058 5.828  -0.265
C: 4.408 -2.400 6.385  -0.019
C: 5.547 -2.387 5.591  -0.078
C: 5.465 -2.034 4.253  -0.074
C: 4.236 -1.684 3.708  -0.003
C: 3.094 -1.699 4.488  -0.080
C: 1.737 -1.315 3.911  -0.418
O: 1.747 -0.729 2.734  -0.214
N: 0.798 -2.432 3.983  0.035
N: 0.242 -2.837 2.835  0.016
C: -0.847 -3.500 2.897  -0.188
C: -1.457 -4.102 1.717  -0.613
Br: -0.405 -4.067 0.152  0.858
C: -2.695 -4.607 1.788  -0.087
C: -3.558 -5.197 0.758  -0.245
C: -3.097 -6.003 -0.283  -0.060
C: -3.981 -6.502 -1.227  -0.074
C: -5.334 -6.204 -1.151  -0.085
C: -5.807 -5.418 -0.109  -0.082
C: -4.928 -4.933 0.843  -0.047
H: 2.208 -2.250 7.473  0.114
H: 4.468 -2.678 7.431  0.115
H: 6.500 -2.661 6.025  0.106
H: 6.350 -2.035 3.630  0.097
H: 4.148 -1.406 2.666  0.094
H: 1.283 -0.553 4.602  0.202
H: 0.356 -2.652 4.869  0.137
H: -1.384 -3.642 3.839  0.130
H: -3.164 -4.503 2.764  0.119
H: -2.048 -6.251 -0.354  0.076
H: -3.610 -7.128 -2.028  0.105
H: -6.017 -6.589 -1.897  0.103
H: -6.861 -5.183 -0.038  0.105
H: -5.298 -4.318 1.655  0.116
N: 4.548 2.200 2.397  0.176
C: 3.617 3.180 2.686  -0.187
C: 3.579 4.212 3.619  -0.028
C: 2.460 5.023 3.592  -0.095
C: 1.420 4.824 2.670  -0.082
C: 1.456 3.796 1.749  -0.014
C: 2.573 2.961 1.778  -0.221
N: 2.857 1.864 0.981  0.139
C: 4.024 1.447 1.375  -0.288
C: 4.722 0.295 0.813  -0.338
C: 6.054 0.024 0.940  -0.354
S: 6.416 -1.453 0.161  1.034
C: 4.767 -1.601 -0.284  -0.480
N: 3.999 -0.633 0.104  0.055
H: 5.375 1.982 2.922  0.154
H: 4.380 4.380 4.328  0.104
H: 2.387 5.839 4.300  0.098
H: 0.571 5.497 2.684  0.104
H: 0.662 3.606 1.035  0.084
H: 6.809 0.627 1.417  0.077
H: 4.407 -2.466 -0.826  0.030

total charge: 0
frontier orbital gap (alpha / beta): 7.47 / 4.92 eV
spin multiplicity: 2
HOMO level (alpha / beta): -7.595 / -7.595 eV
⟨S²⟩: 0.7611

---

Max |F| in Eh/bohr, matching the order above: 0.0611 0.0313